Record 1
Computed, not measured: a 2-piece molecular cluster, C3H9NO3S overall in a non-equilibrium geometry, with the ωB97M-V functional and the def2-TZVPD basis.

The spin multiplicity is 1. As for the total charge: 0. The value obtained for the LUMO energy is 0.55 eV. Its HOMO-LUMO gap is 9.2961 eV.

Geometry (Å):
C  -1.7334  2.0294  -0.3975
C  -1.3088  -1.5229  0.3844
C  -1.8841  0.6868  -0.3679
N  2.4066  -1.1174  0.1887
O  1.4045  0.4920  -1.4669
O  2.8119  1.3543  0.4879
O  -1.1378  -0.0824  0.4843
S  1.5807  0.4378  -0.0285
H  -2.4635  2.5753  -0.9535
H  3.6629  1.3415  0.1512
H  -1.0847  2.5527  0.2424
H  -0.6725  -1.9730  1.2363
H  -0.9562  -1.9911  -0.4546
H  -2.3731  -1.8033  0.5386
H  -2.5042  0.3010  -1.0175
H  2.5249  -1.3813  1.2161
H  1.7269  -1.8995  -0.2435

---

Record 2
Computed, not measured: a 3-piece molecular cluster, C3H9NO4 overall in a non-equilibrium geometry, with the ωB97M-V functional and the def2-TZVPD basis.

The spin multiplicity is 1. Its SMILES is CC(=O)NC=O.O.O. As for the total charge: 0. The value obtained for the LUMO energy is 0.47 eV. Its HOMO-LUMO gap is 10.9913 eV.

Geometry (Å):
C  -1.3884  1.0168  1.1137
C  -0.1654  0.1992  0.7973
O  0.1055  -0.1296  -0.3893
N  0.5210  -0.2386  1.8922
C  0.4195  -0.0294  3.2733
O  1.3546  -0.3872  3.9444
H  -1.3716  1.4090  2.1221
H  -1.5924  1.8964  0.4733
H  -2.3779  0.7559  0.8392
H  1.4549  -0.8019  1.7345
H  -0.5073  0.2967  3.7745
O  4.5262  2.1832  -3.9067
H  3.6715  1.8657  -3.5537
H  4.6020  1.6199  -4.7202
O  -3.4743  -3.0593  -2.4274
H  -2.7963  -3.1362  -1.8576
H  -2.9816  -3.4604  -3.1095

---

Record 3
Computed, not measured: a 2-piece molecular cluster, C3H9NOS overall in a non-equilibrium geometry, with the ωB97M-V functional and the def2-TZVPD basis.

The spin multiplicity is 1. As for the total charge: 0. The value obtained for the LUMO energy is 0.66 eV. Its HOMO-LUMO gap is 10.1916 eV.

Geometry (Å):
C  0.4212  0.2519  2.0023
C  -2.9025  -1.4630  -1.0201
C  2.4856  1.3448  -0.4397
N  0.7511  1.1962  1.2382
O  0.6432  -0.4829  -0.7368
S  0.6896  0.9134  -0.4488
H  0.7595  0.5250  3.0590
H  -2.7048  -2.4397  -0.7617
H  0.3501  -0.7731  1.6984
H  -3.7270  -1.0608  -0.4136
H  -1.9355  -0.9025  -0.8797
H  -3.2678  -1.4540  -2.0549
H  2.7852  1.9859  -1.2928
H  2.5835  1.9682  0.5029
H  3.0685  0.3905  -0.4524

---

Record 4
Computed, not measured: a single C3H9NOS molecule in a non-equilibrium geometry, with the ωB97M-V functional and the def2-TZVPD basis.

The spin multiplicity is 1. Its SMILES is N[C@H](CO)CS. As for the total charge: 0. The value obtained for the LUMO energy is 0.68 eV. Its HOMO-LUMO gap is 9.3703 eV.

Geometry (Å):
N  -1.4120  -0.1994  0.5784
C  -0.0883  -0.3972  0.1161
C  0.8607  -1.5462  0.7694
O  0.0526  -2.7135  0.9164
C  0.6986  0.9597  0.1504
S  0.0104  2.0909  -1.2490
H  -1.4850  -0.4393  1.5959
H  -2.1694  -0.6651  -0.0423
H  -0.0453  -0.7453  -1.0876
H  1.0976  -1.1690  1.7563
H  1.6542  -1.7472  0.1293
H  0.3567  -3.4535  0.3003
H  1.7365  0.8195  -0.1167
H  0.5093  1.4924  1.0969
H  -1.1845  1.4603  -1.2438

---

Record 5
Computed, not measured: a 2-piece molecular cluster, C3H9NS overall in a non-equilibrium geometry, with the ωB97M-V functional and the def2-TZVPD basis.

The spin multiplicity is 2. As for the total charge: -1. The value obtained for the LUMO energy (alpha / beta) is 3.80 / 3.79 eV. Its HOMO-LUMO gap (alpha / beta) is 4.9405 / 6.6720 eV.

Geometry (Å):
C  -1.9698  -0.3453  0.5271
N  -0.5491  -0.4724  0.6471
C  0.2214  0.0050  -0.5017
C  1.7427  -0.0510  -0.2646
S  2.5649  1.2043  -1.2711
H  -2.5046  -0.4472  1.4790
H  -2.2199  0.7065  0.2675
H  -2.5379  -0.9021  -0.2430
H  -0.3351  -1.4436  0.8494
H  -0.1745  1.0224  -0.6135
H  -0.0570  -0.5856  -1.4071
H  2.0095  -1.0581  -0.6250
H  1.8846  0.0573  0.8156
H  1.9249  2.3098  0.3403

---

Record 6
Computed, not measured: a single C3H9NS molecule in a non-equilibrium geometry, with the ωB97M-V functional and the def2-TZVPD basis.

The spin multiplicity is 1. Its SMILES is C[C@@H](N)CS. As for the total charge: 0. The value obtained for the LUMO energy is 0.84 eV. Its HOMO-LUMO gap is 9.3631 eV.

Geometry (Å):
C  -0.8883  -0.7401  -0.3826
C  -0.2518  0.3314  0.2900
N  -0.0755  0.0878  1.6582
C  1.1053  0.7947  -0.1517
S  1.3396  0.6545  -1.9327
H  -1.3604  -0.4134  -1.4009
H  -1.6515  -1.1379  0.1302
H  -0.3308  -1.6970  -0.3973
H  -0.7849  1.3466  0.1910
H  0.3004  -0.8889  1.8657
H  -1.0003  0.1112  2.3125
H  1.5288  1.9041  -0.1029
H  1.9144  0.0537  0.2132
H  0.1550  -0.4068  -2.2928

---

Record 7
Computed, not measured: a single C3H9NS molecule in a non-equilibrium geometry, with the ωB97M-V functional and the def2-TZVPD basis.

The spin multiplicity is 1. Its SMILES is CNCCS. As for the total charge: 0. The value obtained for the LUMO energy is 1.06 eV. Its HOMO-LUMO gap is 9.3754 eV.

Geometry (Å):
C  1.0143  1.9035  -0.0526
N  0.8745  0.4930  0.2528
C  -0.5033  -0.0702  0.1256
C  -0.2829  -1.5414  -0.3087
S  -1.7671  -2.5345  -0.2926
H  1.2411  2.4289  0.9041
H  0.0540  2.3071  -0.3611
H  1.8193  2.1319  -0.7547
H  1.4294  -0.2035  0.6959
H  -1.0498  -0.0832  1.0797
H  -0.8947  0.5823  -0.6444
H  0.1441  -1.5464  -1.3251
H  0.4988  -2.1150  0.2155
H  -2.5777  -1.7525  0.4655

---

Record 8
Computed, not measured: a single C3H9NS molecule in a non-equilibrium geometry, with the ωB97M-V functional and the def2-TZVPD basis.

The spin multiplicity is 1. Its SMILES is CNCCS. As for the total charge: 0. The value obtained for the LUMO energy is 0.91 eV. Its HOMO-LUMO gap is 9.1791 eV.

Geometry (Å):
C  -0.4396  -1.5837  -0.7052
N  -0.6681  -0.9448  0.6079
C  -0.5750  0.5350  0.7592
C  0.5718  1.4947  0.0167
S  2.1885  0.7773  0.1404
H  0.4799  -2.0607  -0.6044
H  -0.3708  -0.7970  -1.4929
H  -1.1386  -2.3518  -0.9994
H  -1.3125  -1.3948  1.1951
H  -1.5129  1.1002  0.5914
H  -0.3602  0.7064  1.8679
H  0.1885  1.6173  -0.9779
H  0.5004  2.2997  0.7801
H  2.4485  0.6022  -1.1788

---

Record 9
Computed, not measured: a 2-piece molecular cluster, C3H9NS overall in a non-equilibrium geometry, with the ωB97M-V functional and the def2-TZVPD basis.

The spin multiplicity is 1. Its SMILES is C=N.CSC. As for the total charge: 0. The value obtained for the LUMO energy is 0.93 eV. Its HOMO-LUMO gap is 9.3312 eV.

Geometry (Å):
C  0.7632  -2.4138  -2.6292
N  1.3989  -1.5711  -3.4494
H  1.3348  -2.5811  -1.6466
H  -0.0184  -3.1573  -3.0862
H  0.7984  -1.5249  -4.2918
C  -0.2587  -0.3268  0.8190
S  -0.0988  1.4185  1.1643
C  -1.2865  1.5707  2.4875
H  -1.0870  -0.3250  0.1242
H  -0.4586  -1.1268  1.5641
H  0.6282  -0.7254  0.3126
H  -1.8572  2.4728  2.4253
H  -2.0782  0.8503  2.5927
H  -0.7808  1.4390  3.4585

---

Record 10
Computed, not measured: a 2-piece molecular cluster, C3H9NS overall in a non-equilibrium geometry, with the ωB97M-V functional and the def2-TZVPD basis.

The spin multiplicity is 1. Its SMILES is C=N.CCS. As for the total charge: 0. The value obtained for the LUMO energy is 0.88 eV. Its HOMO-LUMO gap is 10.0066 eV.

Geometry (Å):
C  -2.6121  -3.5354  0.3188
N  -1.8707  -3.5377  -0.7465
H  -2.3090  -3.2955  1.3607
H  -3.6057  -3.2885  0.0833
H  -1.0219  -3.1998  -0.3869
C  0.4111  0.1205  -0.2950
C  0.5229  1.6040  -0.5879
S  1.6697  2.4278  0.6649
H  0.2012  -0.1130  0.7791
H  1.3985  -0.4086  -0.5534
H  -0.4297  -0.2052  -1.0154
H  -0.4554  2.0370  -0.5506
H  0.9922  1.8200  -1.5829
H  1.6779  3.4373  -0.1625

---

Record 11
Computed, not measured: a single C3H9NS2 molecule in a non-equilibrium geometry, with the ωB97M-V functional and the def2-TZVPD basis.

The spin multiplicity is 1. Its SMILES is CSSCCN. As for the total charge: 0. The value obtained for the LUMO energy is 0.84 eV. Its HOMO-LUMO gap is 9.4405 eV.

Geometry (Å):
C  2.8892  1.4499  0.6883
S  1.4221  0.7321  1.3892
S  1.2187  -1.0380  0.5082
C  -0.2544  -0.9723  -0.7531
C  -1.7450  -0.9131  0.1335
N  -2.8251  -0.3871  -0.6804
H  3.8140  1.2554  1.2547
H  2.6937  1.0002  -0.2949
H  2.7300  2.4473  0.5208
H  -0.1651  -1.7130  -1.4813
H  -0.2156  0.0296  -1.1232
H  -1.5955  -0.1775  1.0293
H  -1.8842  -1.7690  0.6467
H  -3.4127  0.1696  -0.1865
H  -2.6700  -0.1140  -1.6514

---

Record 12
Computed, not measured: a 2-piece molecular cluster, C3H9NS2 overall in a non-equilibrium geometry, with the ωB97M-V functional and the def2-TZVPD basis.

The spin multiplicity is 1. Its SMILES is C=CN.CSS. As for the total charge: 0. The value obtained for the LUMO energy is 0.15 eV. Its HOMO-LUMO gap is 8.6189 eV.

Geometry (Å):
C  1.1623  1.0300  -0.7152
C  1.5831  1.1456  0.5418
N  1.7293  0.1582  1.4683
H  1.1262  1.8633  -1.3196
H  0.7337  0.1732  -1.2302
H  2.0711  2.0982  0.8136
H  0.9270  0.1505  2.1207
H  2.6235  -0.0779  1.8491
C  -1.4960  -1.6405  -1.2888
S  -1.8505  0.1416  -1.0611
S  -2.4903  -0.0155  1.0015
H  -0.4511  -2.0374  -1.3887
H  -1.7446  -2.0200  -0.2277
H  -2.1801  -1.9360  -2.1162
H  -1.7434  0.9665  1.5526

---

Record 13
Computed, not measured: a single C3H9NS2 molecule in a non-equilibrium geometry, with the ωB97M-V functional and the def2-TZVPD basis.

The spin multiplicity is 1. Its SMILES is C[C@H](N)CSS. As for the total charge: 0. The value obtained for the LUMO energy is -0.33 eV. Its HOMO-LUMO gap is 8.1015 eV.

Geometry (Å):
C  -0.4217  -1.1861  0.6949
C  -0.8104  -0.0433  -0.2473
N  -0.8732  -0.5483  -1.7338
C  -0.2326  1.3967  -0.1446
S  1.1207  1.7862  1.1196
S  2.6999  0.5305  1.8373
H  0.0696  -0.6663  1.5315
H  0.4579  -1.7357  0.3845
H  -1.3020  -1.8170  0.8571
H  -1.8806  0.0161  -0.2601
H  -0.0596  -1.1870  -1.7203
H  -0.3269  0.1912  -2.1967
H  -1.1827  1.8987  0.0826
H  0.1097  1.7944  -1.1052
H  2.6318  -0.4301  0.9007

---

Record 14
Computed, not measured: a 2-piece molecular cluster, C3H9NS2 overall in a non-equilibrium geometry, with the ωB97M-V functional and the def2-TZVPD basis.

The spin multiplicity is 1. Its SMILES is C=CN.CSS. As for the total charge: 0. The value obtained for the LUMO energy is 0.29 eV. Its HOMO-LUMO gap is 8.8137 eV.

Geometry (Å):
C  1.4160  -1.3184  0.0694
C  1.8867  -0.3270  -0.6777
N  1.6261  -0.1560  -2.0764
H  0.4295  -1.7547  -0.0244
H  2.0477  -1.9104  0.8515
H  2.8405  0.1606  -0.4541
H  0.6648  -0.4334  -2.2964
H  1.7612  0.8145  -2.4088
C  -1.8684  -0.2058  1.4375
S  -2.1147  1.5876  1.9539
S  -1.1839  2.3359  0.2118
H  -2.2588  -0.8228  2.2535
H  -2.2768  -0.3845  0.4190
H  -0.7784  -0.3219  1.3669
H  -2.1916  2.7363  -0.6258

---

Record 15
Computed, not measured: a 2-piece molecular cluster, C3H9O overall in a non-equilibrium geometry, with the ωB97M-V functional and the def2-TZVPD basis.

The spin multiplicity is 1. As for the total charge: -1. The value obtained for the LUMO energy is 3.82 eV. Its HOMO-LUMO gap is 5.8647 eV.

Geometry (Å):
O  -1.7529  2.8006  -1.1691
H  -1.5181  2.1129  -0.5405
C  1.4615  -0.7704  -0.3120
C  0.3276  0.1355  0.1274
C  -0.8985  -0.5535  0.6500
H  2.0166  -1.2487  0.5053
H  2.2277  -0.2473  -0.8823
H  1.0952  -1.6190  -0.9064
H  0.0539  0.8113  -0.6889
H  0.7052  0.8094  0.9098
H  -1.6817  0.1871  0.8173
H  -1.2912  -1.2844  -0.0708
H  -0.7452  -1.1335  1.5602

---

Record 16
Computed, not measured: a 2-piece molecular cluster, C3H9O2 overall in a non-equilibrium geometry, with the ωB97M-V functional and the def2-TZVPD basis.

The spin multiplicity is 1. As for the total charge: -1. The value obtained for the LUMO energy is 4.29 eV. Its HOMO-LUMO gap is 7.5700 eV.

Geometry (Å):
C  -1.7164  2.2491  1.5036
O  -1.4606  1.2162  0.4952
H  -2.6182  2.9120  1.0658
H  -2.0070  1.8886  2.5668
H  -0.8757  2.8852  1.3184
C  0.5349  -1.0373  -0.6401
O  0.7306  0.3114  -0.6281
C  1.7703  -1.8858  -1.1317
H  0.2094  -1.6968  0.2662
H  -0.2219  -1.4343  -1.4307
H  -0.4705  0.8971  0.1357
H  1.4621  -2.9456  -1.4455
H  2.3110  -1.3613  -1.9570
H  2.3518  -1.9985  -0.1184

---

Record 17
Computed, not measured: a 2-piece molecular cluster, C3H9O2 overall, with the ωB97M-V functional and the def2-TZVPD basis.

The spin multiplicity is 1. As for the total charge: -1. The value obtained for the LUMO energy is 4.45 eV. Its HOMO-LUMO gap is 7.3884 eV.

Geometry (Å):
C  -0.5540  1.9071  2.1564
O  -1.0824  1.3084  1.0127
H  -1.3623  2.0405  2.8969
H  -0.1183  2.8797  1.9028
H  0.1664  1.2730  2.6598
C  0.1852  -0.5904  -1.0703
O  0.4129  -0.5867  0.2711
C  0.6802  -1.8726  -1.8031
H  0.7552  0.2324  -1.5738
H  -0.8739  -0.3892  -1.3396
H  -0.5964  0.4080  0.7975
H  1.0320  -2.5350  -1.0372
H  1.4419  -1.6418  -2.5365
H  -0.0865  -2.4334  -2.3367

---

Record 18
Computed, not measured: a 2-piece molecular cluster, C3H9O2 overall in a non-equilibrium geometry, with the ωB97M-V functional and the def2-TZVPD basis.

The spin multiplicity is 1. As for the total charge: -1. The value obtained for the LUMO energy is 4.01 eV. Its HOMO-LUMO gap is 6.0961 eV.

Geometry (Å):
C  2.1832  -1.3114  1.6238
O  1.0850  -0.7107  1.3419
H  2.3624  -2.4145  1.3895
H  3.1173  -0.8822  1.4068
H  2.3244  -1.4066  2.7568
C  -1.2625  0.2719  -0.4627
O  -1.3703  -0.6660  -1.5119
C  -1.3636  1.6910  -1.2061
H  -2.1416  -0.0120  0.2507
H  -0.4569  0.3512  0.1531
H  -0.6443  -1.1795  -1.5935
H  -2.0798  2.3804  -0.7150
H  -0.3059  2.1515  -1.1147
H  -1.4475  1.7370  -2.3188

---

Record 19
Computed, not measured: a 2-piece molecular cluster, C3H9O2S overall, with the ωB97M-V functional and the def2-TZVPD basis.

The spin multiplicity is 1. As for the total charge: -1. The value obtained for the LUMO energy is 3.26 eV. Its HOMO-LUMO gap is 6.7323 eV.

Geometry (Å):
C  1.4160  0.8330  -0.8708
O  0.6489  1.8363  -0.3986
C  0.6720  -0.5662  -0.9953
C  -0.3613  -0.7017  0.1072
S  -1.5428  -2.0926  -0.1121
H  2.3404  0.6630  -0.2715
H  1.7757  1.0333  -1.9098
H  0.2337  -0.6213  -1.9962
H  1.4137  -1.3759  -0.8927
H  -0.9571  0.1996  0.1361
H  0.1614  -0.7277  1.0601
H  -1.3988  -2.1640  -1.4389
H  0.0950  2.9320  2.3200
H  0.7233  2.0670  1.0943
O  0.7592  2.2732  2.1166

---

Record 20
Computed, not measured: a 2-piece molecular cluster, C3H9O2S overall in a non-equilibrium geometry, with the ωB97M-V functional and the def2-TZVPD basis.

The spin multiplicity is 2. As for the total charge: 0. The value obtained for the LUMO energy (alpha / beta) is 0.72 / -2.45 eV. Its HOMO-LUMO gap (alpha / beta) is 10.4758 / 6.9382 eV.

Geometry (Å):
C  0.0965  -1.3701  -0.4351
O  -0.4157  -0.5448  -1.4495
C  0.2311  -0.7155  0.9873
C  1.3382  0.3258  0.9761
S  0.6627  1.9994  0.6570
H  0.9441  -1.9658  -0.7575
H  -0.7757  -1.9989  -0.3264
H  -0.7443  -0.4862  1.4105
H  0.4399  -1.4909  1.7821
H  2.0667  0.0760  0.1637
H  1.9536  0.2063  1.8416
H  -1.5902  2.3942  -1.6280
H  -1.9252  1.3543  -0.5182
H  0.0279  0.3141  -1.4829
O  -2.3096  1.9021  -1.2208

---

Relative energy (zero: lowest compared OMol25 entry of this formula, charge and spin) for the records above, in order: 3.892; 1.474; 2.740; 1.855; 1.967; 2.843; 1.329; 1.660; 2.146; 2.114; 1.917; 2.216; 2.454; 1.709; 0.244; 1.885; 0.731; 2.475; 0.391; 0.000 eV